1.
{"formula": "C6H20N5O4Sn", "method": "ωB97M-V/def2-TZVPD", "symbols": ["Sn", "O", "H", "C", "C", "C", "O", "C", "N", "H", "H", "H", "H", "H", "H", "H", "H", "H", "H", "H", "C", "O", "N", "N", "H", "H", "H", "H", "C", "O", "N", "N", "H", "H", "H", "H"], "xyz": [[-1.89, 1.33, 1.76], [-4.15, 1.66, 5.81], [-4.84, 1.21, 6.35], [4.23, -0.02, -1.80], [2.72, 0.09, -1.63], [2.02, -1.25, -1.86], [0.60, -1.20, -1.46], [-0.14, -2.44, -1.66], [2.47, 0.59, -0.27], [4.76, -0.79, -1.23], [4.68, 0.94, -1.55], [4.50, -0.28, -2.82], [2.37, 0.84, -2.35], [2.62, -2.01, -1.34], [2.00, -1.57, -2.90], [0.37, -3.24, -1.11], [-0.06, -2.65, -2.72], [-1.19, -2.50, -1.38], [3.14, 1.33, -0.10], [2.73, -0.23, 0.26], [-2.89, -4.79, 3.73], [-2.43, -3.66, 3.55], [-2.18, -5.91, 3.88], [-4.14, -5.10, 3.74], [-1.18, -5.90, 3.93], [-2.73, -6.74, 4.01], [-4.86, -4.48, 3.40], [-4.43, -6.01, 4.07], [-0.30, 6.31, -1.89], [-0.32, 5.56, -0.88], [0.76, 6.84, -2.38], [-1.34, 6.73, -2.43], [0.72, 7.55, -3.10], [1.67, 6.53, -2.05], [-1.09, 7.04, -3.36], [-2.18, 6.21, -2.22]], "nbo_charge": [1.375, -0.811, 0.419, -0.628, -0.077, -0.067, -0.574, -0.256, -0.826, 0.213, 0.213, 0.219, 0.193, 0.168, 0.187, 0.175, 0.176, 0.192, 0.360, 0.348, 0.757, -0.704, -0.824, -0.813, 0.412, 0.381, 0.408, 0.384, 0.739, -0.743, -0.808, -0.777, 0.388, 0.414, 0.379, 0.410], "total_charge": 1, "largest_force_ev_per_a": 8.12, "homo_ha": -0.40095, "e_tot_ev": -28003.09890, "multiplicity": 1, "orbital_gap_ev": 3.064}



2.
{"formula": "C4H6O2", "method": "ωB97M-V/def2-TZVPD", "symbols": ["C", "C", "O", "C", "C", "O", "H", "H", "H", "H", "H", "H"], "xyz": [[-0.24, -0.87, -1.29], [0.55, -0.94, -0.02], [1.36, -1.82, 0.22], [0.36, 0.14, 1.04], [-0.39, 2.18, 0.21], [-0.73, 1.03, 0.73], [-0.10, 0.11, -1.78], [-1.31, -0.96, -1.08], [0.07, -1.67, -1.96], [0.13, -0.33, 2.00], [1.27, 0.73, 1.11], [-1.38, 2.66, 0.06]], "nbo_charge": [-0.729, 0.573, -0.524, -0.188, 0.084, -0.475, 0.241, 0.242, 0.243, 0.222, 0.235, 0.077], "total_charge": 0, "largest_force_ev_per_a": 0.52, "de_lowest_kj_mol": 346.5, "homo_ha": -0.33546, "e_tot_ev": -8336.86990, "multiplicity": 1, "orbital_gap_ev": 9.490}



3.
{"formula": "C2H9NO2", "method": "ωB97M-V/def2-TZVPD", "symbols": ["C", "C", "N", "H", "H", "H", "H", "H", "H", "H", "O", "H", "H", "O"], "xyz": [[1.18, 0.77, 0.96], [1.20, 0.41, -0.94], [0.42, -0.13, -0.04], [1.58, 1.76, 0.65], [0.52, 0.97, 1.81], [2.05, 0.19, 1.31], [2.15, -0.08, -1.17], [0.82, 1.23, -1.56], [-1.41, 0.22, 0.65], [-2.78, -0.17, 0.65], [-2.15, 0.20, 1.27], [-1.28, -2.07, -1.92], [-0.77, -1.40, -0.68], [-1.53, -1.90, -1.00]], "nbo_charge": [-0.458, 0.215, -0.724, 0.201, 0.281, 0.202, 0.151, 0.161, 0.478, 0.468, -0.964, 0.455, 0.485, -0.952], "total_charge": 0, "largest_force_ev_per_a": 2.57, "de_lowest_kj_mol": 363.4, "homo_ha": -0.31565, "e_tot_ev": -7800.95946, "multiplicity": 1, "orbital_gap_ev": 7.891}



4.
{"formula": "C7H7BO5", "method": "ωB97M-V/def2-TZVPD", "symbols": ["B", "C", "C", "C", "C", "C", "C", "C", "O", "O", "O", "O", "O", "H", "H", "H", "H", "H", "H", "H"], "xyz": [[0.76, -1.67, 1.52], [-0.45, 1.27, -0.86], [-1.02, 1.50, 0.47], [0.06, -0.55, 0.66], [0.19, -0.15, -0.65], [-1.29, 1.32, -2.08], [-0.84, 0.47, 1.33], [0.53, 0.15, -2.93], [0.69, -0.67, -1.80], [-0.77, 0.68, -3.07], [0.28, -2.05, 2.70], [1.82, -2.42, 1.09], [-1.30, 0.35, 2.56], [0.40, 2.01, -1.06], [-1.22, 2.54, 0.84], [1.24, 1.12, -2.75], [0.76, -0.43, -3.75], [-0.32, -1.62, 3.33], [2.12, -3.14, 1.68], [-1.62, 1.30, 2.77]], "nbo_charge": [1.096, -0.509, -0.348, -0.519, 0.435, 0.328, 0.360, 0.209, -0.472, -0.460, -0.916, -0.889, -0.664, 0.272, 0.205, 0.152, 0.200, 0.525, 0.501, 0.495], "total_charge": 0, "largest_force_ev_per_a": 4.41, "de_lowest_kj_mol": 12.9, "homo_ha": -0.29564, "e_tot_ev": -18284.22239, "multiplicity": 1, "orbital_gap_ev": 8.488}



5.
{"formula": "C18H20Cl2F5N2O5SrTe", "method": "ωB97M-V/def2-TZVPD", "symbols": ["Sr", "C", "O", "C", "C", "C", "C", "C", "C", "N", "N", "C", "O", "C", "C", "C", "C", "C", "C", "C", "O", "H", "H", "H", "H", "H", "H", "H", "H", "H", "H", "H", "H", "C", "C", "O", "H", "H", "H", "H", "H", "H", "F", "Te", "F", "F", "F", "F", "O", "Cl", "C", "Cl", "H", "H"], "xyz": [[0.91, -1.19, -0.67], [0.26, -5.63, -1.61], [-0.84, -5.50, -2.47], [-1.88, -4.65, -2.01], [-3.18, -5.03, -2.21], [-4.24, -4.38, -1.61], [-3.95, -3.28, -0.85], [-2.67, -2.83, -0.63], [-2.49, -1.55, 0.10], [-1.44, -0.91, 0.45], [-1.70, 0.32, 1.26], [-0.57, 0.97, 1.47], [0.58, 0.68, 0.98], [-0.59, 2.15, 2.38], [0.56, 3.01, 2.39], [0.72, 4.15, 3.22], [-0.33, 4.49, 4.04], [-1.42, 3.57, 4.13], [-1.55, 2.47, 3.34], [-1.56, -3.49, -1.30], [-0.35, -3.04, -1.24], [0.98, -4.83, -1.74], [0.74, -6.61, -1.94], [0.01, -5.69, -0.57], [-3.31, -5.95, -2.74], [-5.29, -4.75, -1.82], [-4.79, -2.80, -0.35], [-3.43, -1.04, 0.39], [1.37, 2.88, 1.67], [1.53, 4.90, 2.96], [-0.40, 5.43, 4.59], [-2.34, 3.72, 4.79], [-2.47, 1.86, 3.45], [-0.88, 5.61, -0.41], [0.42, 6.41, -0.49], [0.31, 7.78, -0.58], [-0.83, 4.51, -0.30], [-1.42, 5.73, -1.38], [-1.59, 5.87, 0.35], [0.72, 5.85, -1.42], [1.13, 6.16, 0.29], [0.13, 8.05, -1.49], [5.32, 0.40, -2.64], [3.84, -0.84, -2.53], [2.98, 0.59, -1.62], [4.50, -1.21, -0.77], [3.46, -0.14, -4.23], [5.11, -2.08, -3.24], [2.42, -1.94, -2.40], [4.03, -4.90, 2.06], [3.54, -3.66, 0.84], [2.55, -2.34, 1.56], [2.97, -4.14, 0.05], [4.43, -3.14, 0.49]], "nbo_charge": [1.850, -0.235, -0.526, 0.196, -0.230, -0.281, -0.188, -0.202, 0.127, -0.436, -0.469, 0.548, -0.870, -0.103, -0.164, -0.242, -0.220, -0.235, -0.179, 0.352, -0.923, 0.190, 0.165, 0.168, 0.209, 0.204, 0.201, 0.160, 0.228, 0.211, 0.208, 0.204, 0.227, -0.644, -0.068, -0.713, 0.235, 0.186, 0.205, 0.155, 0.176, 0.469, -0.605, 3.362, -0.647, -0.648, -0.612, -0.615, -1.205, -0.047, -0.362, -0.048, 0.233, 0.248], "total_charge": -1, "largest_force_ev_per_a": 3.57, "de_lowest_kj_mol": 0.0, "homo_ha": -0.17959, "e_tot_ev": -78973.47482, "multiplicity": 1, "orbital_gap_ev": 6.155}



6.
{"formula": "CH4NO2PS", "method": "ωB97M-V/def2-TZVPD", "symbols": ["C", "N", "O", "O", "P", "S", "H", "H", "H", "H"], "xyz": [[2.16, -0.14, -0.84], [1.28, 0.78, -0.81], [-1.44, -1.85, -0.11], [-1.74, 0.38, 0.79], [-1.62, -0.37, -0.64], [3.17, -0.64, 0.43], [2.31, -0.66, -1.79], [1.21, 1.22, 0.11], [-1.32, -1.99, 0.83], [-1.77, 1.34, 0.72]], "nbo_charge": [-0.109, -0.672, -0.987, -0.994, 1.367, -0.154, 0.170, 0.335, 0.528, 0.517], "total_charge": 0, "largest_force_ev_per_a": 2.36, "de_lowest_kj_mol": 254.3, "homo_ha": [-0.30291, -0.25577], "e_tot_ev": -26809.14013, "multiplicity": 1, "orbital_gap_ev": [7.353, 4.479]}